No. 1
ORCA calculation (ωB97M-V/def2-TZVPD) on a molecular structure, C42H57BrN9O8P2Pb.

Structure (XYZ):
```
120
C42H57BrN9O8P2Pb | OMol25 | ωB97M-V/def2-TZVPD
Pb 0.350 -1.141 -0.070
Br 3.044 -0.276 -2.062
P -3.182 0.524 -0.560
P -0.863 2.099 -1.621
O -1.351 1.687 -3.069
O -3.991 0.213 -1.873
O 0.043 -0.170 1.993
O -0.412 3.607 -1.738
O -2.157 -0.513 -0.337
O 0.163 1.222 -1.016
O -4.244 0.779 0.566
O -0.908 2.307 2.140
N 0.028 -3.530 -1.651
N 2.557 0.396 0.960
N -0.620 -3.077 1.241
N 0.755 -4.514 -1.479
N -1.441 -3.737 3.466
N 2.203 -3.142 -0.112
N -1.272 -1.519 4.226
N 2.064 1.011 2.040
N -1.934 -3.233 5.625
C -1.535 -2.816 4.411
C -4.529 -1.521 1.446
C -0.404 1.617 -4.175
C 8.839 1.155 1.576
C -3.743 0.416 2.884
C 0.348 2.154 6.088
C -3.109 -2.905 -3.448
C 2.881 -5.321 -0.831
C 8.883 1.487 0.228
C 0.478 1.294 3.829
C -1.909 -2.713 -2.780
C 4.285 0.234 -0.716
C -6.366 0.103 -2.178
C -4.606 -0.035 1.729
C 1.974 -4.274 -0.775
C -0.476 2.242 3.422
C -1.198 -3.814 -2.325
C -1.685 -5.107 -2.494
C 3.712 0.737 0.527
C 7.733 0.492 2.085
C 1.033 0.308 2.818
C 0.868 1.261 5.161
C -1.013 -3.349 2.300
C -3.594 -4.190 -3.636
C 1.270 5.150 -2.413
C -1.032 2.348 -5.339
C 7.821 1.166 -0.600
C -5.150 0.995 -2.282
C 3.372 -3.022 0.512
C 6.689 0.526 -0.094
C -2.440 2.151 -0.773
C -2.887 -5.287 -3.152
C -4.881 1.503 -3.682
C 4.097 -5.182 -0.183
C 5.587 0.208 -1.015
C 6.666 0.176 1.257
C -0.994 3.143 4.345
C -0.113 0.161 -4.460
C 1.016 4.477 0.012
C 0.955 4.044 -1.433
C 4.348 -4.006 0.504
C -0.579 3.098 5.667
H -3.665 -2.049 -3.800
H 0.512 2.133 -3.867
H -6.271 -0.746 -2.857
H -0.902 -1.168 3.336
H 2.298 5.486 -2.273
H -4.796 0.667 -4.378
H 1.614 3.188 -1.594
H -4.533 -4.343 -4.153
H 0.655 0.077 -5.230
H 2.021 4.831 0.248
H 5.279 -3.845 1.029
H 0.242 -0.339 -3.559
H -3.500 -1.851 1.317
H -0.988 3.805 6.376
H -1.532 -1.717 -2.596
H 7.704 0.208 3.129
H 9.671 1.399 2.222
H -4.071 -0.077 3.801
H -0.360 2.335 -6.197
H -3.817 1.493 3.026
H 4.831 -5.975 -0.216
H -1.260 -0.879 5.003
H 1.596 0.517 5.472
H 0.665 2.119 7.121
H 5.872 -0.052 -2.027
H -2.268 2.588 0.215
H -5.259 1.839 -1.593
H 3.534 -2.087 1.036
H -7.263 0.662 -2.443
H 9.749 1.992 -0.178
H -1.966 1.863 -5.627
H -1.012 -0.346 -4.814
H 1.158 4.808 -3.442
H 0.778 3.654 0.683
H 4.322 1.460 1.072
H -1.723 3.869 4.011
H -3.280 -6.285 -3.289
H -4.969 -2.059 2.288
H -6.482 -0.274 -1.162
H -1.126 -5.946 -2.108
H 5.823 -0.374 1.657
H 1.524 -0.515 3.373
H -5.644 0.250 1.903
H -0.626 1.459 1.718
H -3.953 2.075 -3.719
H 2.615 -6.213 -1.379
H -2.699 0.159 2.702
H 0.606 6.000 -2.257
H -2.086 -2.597 6.385
H -5.091 -1.783 0.549
H 0.316 5.295 0.190
H -2.176 -4.201 5.734
H -1.241 3.385 -5.078
H 2.675 1.638 2.550
H -5.700 2.142 -4.015
H 7.861 1.421 -1.652
H -3.106 2.813 -1.330
```

Summary:
* net charge: +1
* Kohn-Sham gap: 7.5 eV
* total energy: -6179.02899 Eh
* ΔE to the lowest compared entry with this formula, charge and spin: 0.0 kcal/mol

=====

No. 2
ORCA calculation (ωB97M-V/def2-TZVPD) on a gas-phase ion, C19H23N2 (charge +1) in a non-equilibrium geometry.

Structure (XYZ):
```
44
C19H23N2 | OMol25 | ωB97M-V/def2-TZVPD
N 0.281 1.315 0.817
N 0.143 -2.652 -1.086
C 0.132 0.396 -0.590
C -2.315 0.116 -1.053
C 3.763 -1.958 -1.380
C -0.841 1.131 1.849
C -1.092 -0.497 -0.862
C -3.460 -1.995 -1.340
C -0.766 3.574 2.714
C 0.461 3.774 1.842
C 1.360 -0.475 -0.891
C -2.235 -2.648 -1.287
C 3.781 -0.559 -1.313
C 0.112 -4.111 -1.283
C 1.329 -1.933 -1.085
C 2.544 -2.632 -1.313
C -1.058 -1.931 -1.068
C -3.489 -0.608 -1.246
C -0.845 2.095 3.055
C 2.583 0.155 -1.117
C 0.530 2.850 0.604
H 1.351 3.734 2.484
H -4.391 -2.539 -1.450
H -1.671 3.948 2.234
H -0.293 -4.365 -2.276
H -1.807 1.244 1.345
H -2.323 1.208 -1.029
H 4.712 0.004 -1.394
H -2.257 -3.733 -1.423
H 1.521 2.951 0.149
H -0.529 -4.595 -0.528
H -0.067 1.885 3.799
H 0.123 1.189 -1.418
H 1.138 1.029 1.355
H 4.718 -2.502 -1.488
H 2.586 1.246 -1.126
H -1.796 1.934 3.552
H -0.222 3.225 -0.108
H -0.669 4.177 3.640
H 0.424 4.787 1.449
H -4.418 -0.060 -1.301
H 2.612 -3.715 -1.448
H -0.757 0.102 2.211
H 1.096 -4.562 -1.196
```

Summary:
* net charge: +1
* SMILES: CN1c2ccccc2C([NH+]2CCCCC2)c2ccccc21
* Kohn-Sham gap: 7.9 eV
* total energy: -847.06408 Eh
* ΔE to the lowest compared entry with this formula, charge and spin: 15.2 kcal/mol

=====

No. 3
ORCA calculation (ωB97M-V/def2-TZVPD) on 2 unconnected molecules or ions with the total composition C2HN3O2S in a non-equilibrium geometry.

Structure (XYZ):
```
9
C2HN3O2S | OMol25 | ωB97M-V/def2-TZVPD
S 1.414 0.390 -2.193
O -6.252 -0.316 1.635
O -4.476 0.949 1.018
N 2.477 0.024 1.859
N 3.203 -0.411 -0.400
N 2.617 -0.134 0.767
C 2.825 -0.154 -1.654
C -5.402 0.314 1.245
H 3.594 -0.662 -2.277
```

Summary:
* Kohn-Sham gap: 8.4 eV
* total energy: -789.68384 Eh
* ΔE to the lowest compared entry with this formula, charge and spin: 30.2 kcal/mol

=====

No. 4
ORCA calculation (ωB97M-V/def2-TZVPD) on C20H20N4O2S in the gas phase.

Structure (XYZ):
```
47
C20H20N4O2S | OMol25 | ωB97M-V/def2-TZVPD
S -2.915 -3.928 -0.234
O -2.857 3.914 -0.765
O 3.807 2.769 1.029
N -3.508 1.980 0.241
N 2.500 1.003 0.265
N -1.299 2.713 0.352
N 4.674 0.688 0.521
C 2.772 -0.303 -0.106
C 2.582 -2.526 -0.909
C 4.755 -1.707 -0.242
C 1.060 2.848 -0.182
C 0.161 0.903 1.078
C -4.038 -1.638 0.651
C -0.234 3.590 -0.084
C 1.239 1.635 0.328
C 1.975 -1.315 -0.607
C -3.042 -2.166 -0.169
C -3.351 0.597 0.081
C 4.156 -0.501 0.058
C -2.389 0.064 -0.772
C -2.557 2.935 -0.113
C -4.194 -0.274 0.772
C 3.679 1.632 0.647
C -1.305 -4.207 -1.027
C -2.233 -1.305 -0.895
C -0.937 1.889 1.480
C 3.943 -2.723 -0.724
H 0.921 -1.171 -0.774
H -4.967 0.128 1.409
H 5.816 -1.851 -0.112
H -0.114 4.434 0.613
H -1.811 1.360 1.857
H -0.536 -3.654 -0.495
H -1.118 -5.273 -0.942
H -0.276 0.114 0.463
H -1.771 0.729 -1.358
H -4.683 -2.312 1.193
H -0.554 2.545 2.273
H -4.456 2.319 0.140
H 1.981 -3.332 -1.303
H -1.344 -3.926 -2.075
H 1.871 3.370 -0.664
H 0.587 0.433 1.967
H -1.489 -1.686 -1.577
H -0.517 4.009 -1.053
H 5.638 0.875 0.733
H 4.379 -3.679 -0.968
```

Summary:
* SMILES: CSc1ccc(NC(=O)N2CC=C(n3c(=O)[nH]c4ccccc43)CC2)cc1
* Kohn-Sham gap: 8.6 eV
* total energy: -1541.89094 Eh
* ΔE to the lowest compared entry with this formula, charge and spin: 0.0 kcal/mol

=====

No. 5
ORCA calculation (ωB97M-V/def2-TZVPD) on C2H4N2S in the gas phase in a non-equilibrium geometry.

Structure (XYZ):
```
9
C2H4N2S | OMol25 | ωB97M-V/def2-TZVPD
S -2.560 0.050 -0.105
N 0.497 1.329 0.231
N 1.432 -0.711 -0.230
C -0.972 -0.527 0.488
C 0.278 -0.023 0.213
H 1.268 -1.852 -0.390
H 1.306 1.499 -0.488
H -0.341 1.721 -0.355
H -0.908 -1.486 0.635
```

Summary:
* SMILES: [H]/N=C(/N)C=S
* Kohn-Sham gap: 7.3 eV
* total energy: -586.18359 Eh
* ΔE to the lowest compared entry with this formula, charge and spin: 69.5 kcal/mol

=====

No. 6
ORCA calculation (ωB97M-V/def2-TZVPD) on a molecular structure, C22H35ClFeO2P2 in a non-equilibrium geometry.

Structure (XYZ):
```
63
C22H35ClFeO2P2 | OMol25 | ωB97M-V/def2-TZVPD
Fe -0.787 1.525 -1.952
Cl 2.756 -5.817 6.994
P -1.962 0.957 1.012
P 2.061 -1.463 0.096
O 2.042 -0.512 2.938
O 2.064 -2.253 1.502
C 2.665 -3.269 6.087
C -3.705 0.668 1.544
C 2.496 -2.330 5.071
C -2.591 3.010 -2.701
C 2.686 -5.038 4.428
C -2.830 2.051 -3.824
C -0.721 0.120 2.005
C -2.433 0.148 -1.022
C -1.355 3.494 -2.341
C 0.893 3.182 -3.363
C -0.425 4.051 -3.393
C -1.777 -1.073 -1.390
C 0.631 1.776 -3.024
C -1.511 1.608 -4.582
C -1.896 2.708 1.577
C 2.390 -2.744 3.753
C 1.783 -2.959 -0.953
C -0.491 1.028 -3.628
C 2.170 -1.733 2.738
C 2.560 -4.085 3.429
C 3.820 -1.118 -0.175
C 2.683 -4.638 5.775
H 2.476 -1.272 5.330
H -1.859 0.810 -5.264
H -3.480 3.362 -2.193
H -3.539 2.487 -4.522
H -3.732 0.552 2.605
H -4.075 -0.239 1.099
H 1.345 3.123 -4.350
H -0.114 5.090 -3.177
H 1.579 3.583 -2.613
H -1.131 2.473 -5.157
H -2.226 -1.971 -0.999
H -1.048 -0.285 2.993
H 2.763 -6.087 4.172
H -0.939 3.218 1.428
H 2.417 -2.821 -1.842
H -2.727 3.295 1.136
H -4.322 1.544 1.264
H -0.869 3.991 -4.399
H 2.597 -4.379 2.396
H 0.711 -2.994 -1.227
H -2.059 2.681 2.654
H -1.128 3.842 -1.323
H -3.530 0.183 -1.016
H -0.311 -0.654 1.395
H 3.921 -1.026 -1.270
H 0.133 0.746 2.211
H -0.310 -0.039 -3.846
H -0.851 -0.997 -2.003
H 1.336 1.167 -2.402
H -3.285 1.142 -3.389
H 4.409 -1.953 0.239
H -2.237 1.131 -1.655
H 4.060 -0.172 0.317
H 2.070 -3.835 -0.341
H 2.737 -2.990 7.143
```

Summary:
* Kohn-Sham gap (alpha / beta): 4.1 / 6.1 eV
* total energy: -3416.03055 Eh
* multiplicity: 5
* ΔE to the lowest compared entry with this formula, charge and spin: 19.1 kcal/mol

=====

Which molar mass belongs to each record? In order, 1165.025; 279.407; 131.116; 380.473; 88.135; 484.766 g/mol.